Entry 1:
123
Properties=species:S:1:pos:R:3:mulliken_charge:R:1 method="wB97M-V/def2-TZVPD" total_energy_ev=-140781.525 max_force_ha_per_bohr=0.08817 gap_ev=7.244 molar_mass_g_mol=1229.13 e_homo_ev=-8.5087 e_lumo_ev=-1.3 total_charge=0
Ta -0.2099 -0.4317 -0.8877 1.053
S -1.4957 1.5020 -3.3971 1.624
S -2.0276 -1.5279 -2.6947 1.505
P 0.2751 -0.9149 1.8456 2.658
P -1.6914 1.0347 1.3435 2.035
Si -0.9841 3.5244 0.0313 0.641
Si 2.9938 -0.4791 0.5214 1.255
F 1.5096 -5.1803 -3.0575 -0.338
F 0.9268 -3.2044 -3.6173 -0.062
F -0.9251 -4.5996 -2.3621 -0.303
F -0.6748 -5.2669 -0.3672 -0.340
F -1.2280 -3.2213 -0.6830 0.025
F 2.8412 -3.5439 -2.7503 -0.326
O -0.8082 2.6122 -4.0038 -0.779
O -0.6869 0.9061 -2.2960 0.764
O 1.1053 -2.4812 -0.7103 -0.328
O -2.8645 1.7212 -3.0301 -0.812
O 1.7624 0.7440 -2.9028 0.001
O -0.5529 -1.6277 -2.5213 -1.407
O -2.7271 -2.7756 -2.7132 -0.718
O -2.4690 -0.6389 -1.6325 -0.305
N -0.7260 1.8165 0.3143 0.676
N 1.2187 -0.3287 0.6050 1.575
C 0.8783 -0.2263 3.4306 0.937
C 3.8142 -1.8455 1.5977 -1.409
C 0.7116 4.4008 0.2961 -1.063
C 1.9725 2.1615 -2.9437 0.726
C -0.5841 2.9432 4.8116 -0.770
C 3.1008 2.5474 -2.0001 -1.969
C 3.6774 -0.8086 -1.2170 0.144
C -1.3481 -0.7053 1.1858 -2.638
C 0.3290 -2.6926 2.3043 0.963
C 1.0181 -0.4032 5.8256 -0.810
C 3.8996 1.1102 1.1648 -1.810
C -1.6451 4.1892 -1.6200 -1.384
C -3.9610 1.4492 -0.1811 0.217
C 1.6144 0.1513 -4.1839 0.377
C 1.9056 -4.7351 -0.3856 -1.689
C -1.6373 0.2992 -4.6997 -0.132
C 1.3675 -3.2364 3.0538 -0.786
C -4.3487 1.6811 2.1688 -0.757
C -2.1040 -0.9515 -4.3791 -0.250
C -1.2826 2.2286 5.7697 -0.978
C -0.8071 -3.4628 2.0881 -0.803
C 0.2058 -5.3303 3.2047 -0.731
C -1.4778 0.6787 -6.0226 -0.341
C 2.9634 -0.0912 -4.8593 -1.714
C 0.4973 -0.8377 4.6214 -0.514
C -5.2940 1.7272 -0.4291 -1.381
C -0.8658 -4.7744 2.5271 -0.751
C -2.0894 0.7456 4.0682 -1.080
C -5.6792 1.9655 1.9180 -0.890
C -2.0168 1.1133 5.3996 -0.766
C 1.0341 -3.7420 -1.1937 1.184
C -3.4766 1.3971 1.1205 0.760
C -2.3827 -1.8710 -5.3796 -1.153
C -0.4528 -4.2218 -1.1804 0.350
C -1.7429 -0.2373 -7.0271 -0.869
C 1.9254 0.6436 5.8541 -0.814
C 1.5495 -3.8911 -2.6610 -0.130
C 2.2574 1.2966 4.6785 -1.245
C -1.4429 1.4993 3.0942 1.003
C -2.2054 -1.5061 -6.7065 -0.632
C -2.2597 4.3173 1.2443 -1.103
C 1.7186 0.8745 3.4756 -0.514
C -6.1627 1.9726 0.6204 -0.748
C 1.3178 -4.5512 3.4811 -1.209
C -0.6641 2.5796 3.4790 -0.572
H 3.7826 -1.6215 2.6608 0.379
H 2.8732 2.1649 -1.0102 0.192
H 0.1631 -6.3519 3.5486 0.386
H 2.1982 -2.6156 3.3394 0.739
H -7.2074 2.1747 0.4338 0.399
H 3.4893 0.8464 -5.0285 0.374
H 0.5448 5.4704 0.3787 0.454
H 0.0204 3.7896 5.1022 0.460
H 4.0468 2.1265 -2.3365 0.321
H -3.2970 1.2732 -1.0094 -0.044
H 3.1438 -1.6270 -1.6724 -0.542
H -1.7486 -5.3655 2.3398 0.450
H 1.0417 2.6512 -2.6439 -0.525
H 2.2042 2.4681 -3.9678 0.575
H -3.9988 1.6988 3.1898 0.400
H 3.5735 0.0452 -1.8652 -0.564
H -1.2532 2.5395 6.8029 0.395
H -2.7302 -2.8538 -5.0995 0.603
H -2.4926 3.6171 -1.9800 0.221
H -1.1582 1.6887 -6.2256 0.670
H 3.1927 3.6305 -1.9604 0.593
H -2.3062 3.8594 2.2254 0.255
H 2.9337 2.1385 4.6993 0.498
H -0.1272 3.1289 2.7228 0.366
H 1.1026 -0.7988 -4.0151 -0.221
H 2.1437 -4.9643 4.0421 0.438
H 1.6252 -4.7009 0.6623 0.210
H 1.9240 1.3865 2.5538 0.354
H 3.3781 -2.8233 1.4230 0.280
H 3.5779 -0.7260 -4.2274 0.276
H 3.3227 2.0255 1.1161 0.383
H -2.5368 0.5344 6.1490 0.468
H -2.4281 -2.2170 -7.4904 0.443
H 2.9413 -4.4194 -0.4808 0.391
H -3.2585 4.2719 0.8197 0.315
H 0.9723 0.7839 -4.8106 0.249
H -1.5837 0.0306 -8.0597 0.448
H -5.6372 1.7598 -1.4520 0.537
H 1.7896 -5.7501 -0.7601 0.433
H 4.8643 -1.8995 1.3224 0.590
H -1.6520 -3.0044 1.5986 0.469
H -6.3403 2.1919 2.7425 0.456
H 4.2358 0.9837 2.1881 0.505
H 2.8069 -0.5841 -5.8145 0.481
H -0.9003 4.1657 -2.4050 0.368
H 0.7202 -0.8866 6.7437 0.469
H 4.7907 1.2618 0.5669 0.566
H -0.2093 -1.6532 4.5982 0.606
H 2.3637 0.9509 6.7909 0.426
H -2.0173 5.3667 1.3846 0.487
H 1.2545 4.0828 1.1804 0.222
H 4.7294 -1.0692 -1.1633 0.687
H 1.3558 4.2417 -0.5602 0.154
H -1.9652 5.2206 -1.4965 0.608
H -2.6435 -0.1299 3.7621 0.495

Entry 2:
114
Properties=species:S:1:pos:R:3:mulliken_charge:R:1 method="wB97M-V/def2-TZVPD" e_above_lowest_kj_mol=111.8 total_energy_ev=-230145.545 max_force_ha_per_bohr=0.07584 gap_ev="5.473 / 5.472" molar_mass_g_mol=967.76 e_homo_ev="-6.3404 / -6.3395" e_lumo_ev="-0.9 / -0.9" total_charge=0
Se 5.3368 -6.6861 0.5541 0.241
Se 0.7101 -1.5850 1.1458 0.511
Fe 0.6747 -1.3763 -1.3408 -1.295
O 0.6483 0.4260 -0.9586 0.646
O -1.1896 -1.3682 -1.2259 -0.796
N 5.4718 -4.9071 0.4624 -0.909
N -0.8873 1.6684 -5.2672 -0.368
N -1.9333 0.3483 -6.8720 -0.428
N 0.8500 -1.0233 -3.3859 -0.215
N -0.4629 -3.9889 0.9399 -0.548
N 2.6190 -1.3770 -1.2504 0.833
N 0.7250 -3.2168 -1.7861 0.822
N 3.7228 -6.6697 -0.2109 -0.907
N -0.6277 -0.6673 -5.2973 -0.676
C -2.3426 1.9281 4.0522 -1.762
C 1.7139 3.2071 -1.1779 2.305
C 3.1395 3.4713 -1.6913 -1.879
C 2.1110 2.7794 4.6214 -1.680
C -3.7005 -0.1366 4.5052 -1.819
C 2.5994 1.9899 2.3346 -0.303
C -3.3934 0.9642 3.4794 2.127
C -2.8341 0.3476 2.2023 -0.408
C 3.3948 -5.4148 -0.4640 0.916
C -4.6799 1.7664 3.2425 -2.183
C -1.1266 0.4292 -5.7797 0.575
C 2.1258 0.6785 2.3275 -0.961
C 2.1734 -5.0265 -1.0955 0.020
C 1.4964 0.1850 1.2104 0.251
C -0.1001 -4.0940 -2.3135 -0.323
C 4.1322 -3.0499 -0.3723 0.331
C -3.3959 0.5396 0.9475 -0.533
C -1.0882 -0.8599 1.0741 0.708
C -2.8774 0.0394 -0.2422 0.632
C -3.5457 0.5184 -1.5327 2.157
C -3.4009 2.0510 -1.5752 -1.859
C 3.9088 3.9247 3.3220 -2.111
C 1.0458 4.5256 -0.7561 -2.059
C -3.8510 -4.0675 0.6822 -1.297
C -1.6395 -0.3683 2.2345 -1.110
C 0.1393 -5.4654 -2.2877 -1.180
C -2.7056 -4.1571 -0.3286 0.363
C 4.3674 -4.4306 -0.0901 0.876
C 5.0914 -2.0666 -0.1761 -0.897
C 3.2289 2.5771 3.5887 2.088
C 0.9003 2.6613 -2.3561 -2.092
C 1.7877 2.2760 0.0316 0.849
C -5.0316 0.1279 -1.5476 -1.988
C -2.9016 -0.0399 -2.8019 -1.624
C 3.5714 -0.4808 -1.1180 0.002
C 1.2751 -5.9310 -1.6374 -0.641
C 4.8200 -0.7651 -0.5681 -1.161
C 2.8578 -2.6691 -0.9159 -0.107
C -1.4405 -4.0779 0.3503 0.408
C 1.8903 -3.6275 -1.2329 0.175
C 2.4138 2.7419 1.1800 -0.506
C 4.2905 1.6348 4.1708 -1.852
C 0.1325 -0.7897 -4.2728 0.572
C 1.2930 0.9519 0.0368 -0.472
C -1.6927 -0.7451 -0.2026 0.516
H -2.7367 2.4477 4.9229 0.469
H -0.4679 1.7160 -4.3520 0.104
H 1.6309 5.0675 -0.0195 0.407
H 3.8554 0.7033 4.5221 0.325
H -2.7447 -3.3184 -1.0306 -0.392
H -0.1318 2.4875 -2.0575 -0.034
H -5.0314 2.1733 4.1912 0.454
H 1.6563 1.8291 4.8868 0.370
H -4.0078 2.5336 -0.8153 0.418
H -2.7565 -5.0972 -0.8849 0.559
H 2.2260 0.0291 3.1870 0.405
H -5.5780 0.5713 -0.7197 0.266
H 3.5685 2.5637 -2.1125 0.368
H 1.3362 3.4276 4.2195 0.314
H -5.5006 0.4619 -2.4719 0.506
H -4.5014 2.6028 2.5680 0.385
H -2.9740 -1.1233 -2.8349 0.274
H -1.8468 0.2232 -2.8418 -0.386
H -3.7955 -4.8885 1.3946 0.405
H -0.5380 -6.1522 -2.7676 0.498
H 2.7813 3.7536 1.1656 0.333
H 3.7960 3.8143 -0.8969 0.283
H -3.7033 2.4438 -2.5440 0.442
H -1.4430 1.4003 4.3520 0.401
H -4.8017 -4.1174 0.1570 0.385
H 3.1286 4.2273 -2.4739 0.506
H -1.0997 -0.5336 3.1562 0.552
H 4.3760 4.2933 4.2332 0.465
H 0.9147 3.3999 -3.1604 0.703
H 5.5577 0.0136 -0.4634 0.543
H 0.9155 5.1698 -1.6240 0.491
H -2.3629 2.3267 -1.4001 0.149
H -2.0702 2.6695 3.3042 0.320
H 6.0438 -2.3475 0.2490 0.577
H -5.1362 -0.9533 -1.4844 0.375
H -4.2779 1.1533 0.8773 0.314
H 3.3340 0.5129 -1.4654 0.429
H -1.4927 2.4323 -5.5169 0.250
H 4.7770 2.1199 5.0166 0.488
H 5.0449 1.4038 3.4217 0.365
H -0.9739 -3.6764 -2.7927 0.653
H 3.1964 4.6783 2.9961 0.356
H -3.4061 0.3622 -3.6833 0.666
H 1.3169 1.7261 -2.7257 0.288
H -4.4536 -0.8197 4.1155 0.372
H -5.4690 1.1398 2.8302 0.407
H -2.8107 -0.7115 4.7466 0.310
H 1.5005 -6.9835 -1.5669 0.539
H -4.0805 0.3109 5.4226 0.462
H 4.6841 3.8190 2.5660 0.405
H 0.0644 4.3216 -0.3321 0.382
H -1.9154 -0.5230 -7.3726 0.268
H 2.5030 3.2340 5.5287 0.464
H -2.1147 1.1764 -7.4115 0.216
H -3.7999 -3.1282 1.2290 0.151